1.
Computed, not measured: C24H31AuN5O2SSeSi as an isolated structure, with the ωB97M-V functional and the def2-TZVPD basis.

The lowest unoccupied orbital energy (spin up / spin down) comes out at -6.44 / -6.44 eV. As for the total charge: +1. As for the HOMO energy (spin up / spin down): -0.356 / -0.356 Eh. The gap between HOMO and LUMO (spin up / spin down) comes out at 3.24 / 3.24 eV.

Geometry (Å):
Au 0.5469 -0.1728 -0.1794
O 6.4144 3.1835 -2.3571
C 5.3652 3.4694 -2.8749
O 4.9253 4.1397 -3.7730
C 4.1283 2.6449 -2.1210
C 4.4230 1.8331 -1.0470
C 3.3963 1.0362 -0.5341
N 2.1714 1.1097 -1.0464
C 1.8867 1.8792 -2.0867
C 2.8660 2.6939 -2.6648
C 0.5405 1.7495 -2.6625
C -0.0377 2.7344 -3.4608
C -1.3033 2.5130 -3.9800
C -1.9327 1.3083 -3.7094
C -1.2772 0.3817 -2.9146
N -0.0800 0.5945 -2.3986
C 3.6287 -0.0083 0.4721
C 4.8687 -0.2256 1.0701
C 5.0344 -1.3294 1.8904
C 3.9672 -2.1898 2.0942
C 2.7594 -1.8853 1.4864
N 2.6018 -0.8303 0.7100
H 5.4292 1.8209 -0.6628
H 2.6731 3.3124 -3.5266
H 0.4868 3.6578 -3.6529
H -1.7804 3.2645 -4.5921
H -2.9134 1.0949 -4.0987
H -1.7280 -0.5759 -2.6898
H 5.6937 0.4443 0.8910
H 5.9943 -1.5182 2.3446
H 4.0698 -3.0702 2.7071
H 1.8978 -2.5282 1.6006
C 0.5138 2.4819 3.1998
Si -1.2831 2.6165 2.5949
C -2.6353 1.7287 3.6106
C -1.6866 4.4612 2.3713
Se -1.4133 1.4795 0.5130
H 0.6067 2.9635 4.1675
H 1.1813 2.9940 2.5105
H 0.8534 1.4554 3.2956
H -2.7587 2.2147 4.5739
H -2.4041 0.6802 3.7840
H -3.5870 1.7757 3.0847
H -1.9019 4.8788 3.3502
H -2.5465 4.6360 1.7341
H -0.8430 5.0057 1.9571
C -4.9038 -2.4976 1.1152
C -4.2740 -1.7157 -0.0358
N -2.8285 -1.6408 0.0922
C -1.9743 -2.6272 -0.1402
S -0.3083 -2.4107 0.2054
N -2.3884 -3.8006 -0.6033
C -1.5357 -4.9204 -0.9467
C -1.4996 -5.9854 0.1408
H -5.9809 -2.5343 0.9919
H -4.6889 -2.0152 2.0635
H -4.5233 -3.5146 1.1586
H -4.6448 -0.6892 -0.0342
H -4.5314 -2.1690 -1.0000
H -2.4368 -0.7693 0.4427
H -3.3840 -3.9760 -0.6361
H -0.5310 -4.5313 -1.1170
H -1.9176 -5.3458 -1.8791
H -1.0904 -5.5784 1.0612
H -0.8742 -6.8083 -0.1919
H -2.4959 -6.3741 0.3322



2.
Computed, not measured: C24H31EuN11O4 as an isolated structure, with the ωB97M-V functional and the def2-TZVPD basis.

The lowest unoccupied orbital energy (spin up / spin down) comes out at 0.51 / 0.50 eV. As for the total charge: 0. As for the spin multiplicity: 8. The calculation puts the energy above the lowest of the compared OMol25 structures with the same formula, charge and spin at 0.0 kcal per mole. As for the HOMO energy (spin up / spin down): -0.181 / -0.259 Eh. The gap between HOMO and LUMO (spin up / spin down) comes out at 5.43 / 7.55 eV.

Geometry (Å):
Eu 1.1374 1.1678 -0.2801
O -1.4336 -2.2206 3.1542
C -1.8453 -1.0686 3.7164
C -2.9052 -1.1117 4.6210
C -3.3120 0.0353 5.2754
C -2.6667 1.2466 5.0449
C -1.6411 1.2960 4.1166
C -1.2381 0.1625 3.4175
C -0.2124 0.2665 2.3439
O -0.1955 1.3187 1.6004
N 0.5699 -0.7811 2.2209
N 1.4579 -0.7002 1.1488
C 2.3439 -1.6315 1.1190
C 3.2760 -1.8661 0.0385
C 4.1741 -2.9349 0.1946
C 5.0880 -3.2806 -0.7733
C 5.1203 -2.5440 -1.9634
C 4.2532 -1.4944 -2.1568
C 3.3022 -1.1169 -1.1804
O 2.4979 -0.1391 -1.4112
H -0.5663 -2.0098 2.7222
H -3.3760 -2.0668 4.8126
H -4.1278 -0.0182 5.9850
H -2.9495 2.1328 5.5977
H -1.1231 2.2263 3.9215
H 2.3727 -2.3259 1.9616
H 4.1335 -3.4988 1.1211
H 5.7592 -4.1146 -0.6232
H 5.8267 -2.8049 -2.7418
H 4.2606 -0.9287 -3.0801
N 3.9559 2.6439 -1.7451
C 4.0651 2.0206 -0.5501
N 5.2215 1.3609 -0.2852
O 3.1681 2.0932 0.2974
H 4.6532 2.5636 -2.4599
H 3.1140 3.1601 -1.9350
H 5.8446 1.0899 -1.0247
H 5.2137 0.7879 0.5395
C -2.2244 -3.3664 -1.3139
C -0.8263 -3.0817 -0.8272
N -0.5660 -1.6524 -0.9117
C -1.1124 -0.8167 -1.8431
N -0.6757 0.4212 -1.8656
C -1.2144 1.2675 -2.9322
C -2.6891 1.0125 -3.1510
C -2.8547 -0.4355 -3.5334
N -2.1454 -1.2923 -2.5928
C -2.4017 -2.7243 -2.6711
H -2.9488 -2.9462 -0.6133
H -2.3909 -4.4419 -1.3796
H -0.0991 -3.6452 -1.4244
H -0.7117 -3.3886 0.2142
H 0.3247 -1.3525 -0.5481
H -0.6790 1.0621 -3.8698
H -1.0302 2.3110 -2.6761
H -3.0893 1.6575 -3.9362
H -3.2330 1.2202 -2.2263
H -2.4777 -0.5926 -4.5504
H -3.9093 -0.7242 -3.5284
H -1.7310 -3.1997 -3.3974
H -3.4225 -2.8611 -3.0317
N -3.2653 5.1384 1.4189
C -2.3008 4.2677 1.0475
N -2.3607 3.0137 1.4871
N -1.3774 4.7400 0.2419
C -0.4207 3.9941 -0.2315
N 0.4466 3.4367 -0.7690
H -3.9920 4.8827 2.0587
H -3.2112 6.0785 1.0750
H -3.0622 2.7403 2.1524
H -1.5652 2.3619 1.3681



| no. | DFT total energy (eV) | F_max (eV Å⁻¹) |
| --- | --- | --- |
| 1 | -124682.55362 | 2.9 |
| 2 | -69306.18175 | 1.8 |